Record 1
A cluster of 3 separate species, C14H30Br4O3P in total, computed with ωB97M-V/def2-TZVPD.

XYZ file:
```
52
Properties=species:S:1:pos:R:3:nbo_charge:R:1
C 2.545 -2.120 0.030 -0.4616
C 3.331 -1.206 -0.534 -0.4519
P 3.146 0.653 -0.647 1.1393
O 3.553 0.889 1.085 -0.8464
C 2.435 0.860 1.922 -0.0831
C 1.265 1.245 1.034 0.3645
O 0.047 0.942 1.668 -0.5505
C -1.089 1.453 0.996 -0.0449
C -1.879 0.341 0.271 -0.2556
C -1.691 0.453 -1.246 -0.6202
C -3.360 0.238 0.753 -0.2067
C -4.418 0.501 -0.321 -0.6079
C -3.619 -1.119 1.412 -0.6039
O 1.431 0.542 -0.140 -0.8305
H 1.652 -1.842 0.580 0.1927
H 2.756 -3.185 -0.058 0.1643
H 4.213 -1.571 -1.070 0.1724
H 4.535 0.792 -0.954 -0.1485
H 2.818 0.491 -2.050 -0.1494
H 2.947 2.091 -0.770 -0.1744
H 2.261 -0.147 2.332 0.1598
H 2.544 1.554 2.767 0.1490
H 1.306 2.331 0.819 0.1185
H -1.716 1.951 1.744 0.1588
H -0.767 2.211 0.273 0.1734
H -1.380 -0.584 0.571 0.2227
H -1.877 -0.497 -1.752 0.1991
H -0.651 0.713 -1.448 0.2535
H -2.331 1.221 -1.688 0.1855
H -3.509 1.001 1.525 0.1837
H -5.403 0.202 0.050 0.2002
H -4.481 1.559 -0.585 0.2006
H -4.222 -0.072 -1.229 0.2025
H -3.579 -1.918 0.668 0.2072
H -2.867 -1.326 2.176 0.2088
H -4.596 -1.137 1.904 0.1910
Br -2.825 -3.390 -1.650 0.0212
C -4.314 -4.276 -2.515 -0.4622
C -5.506 -3.363 -2.652 -0.4467
Br -6.408 -3.079 -0.955 -0.0126
H -4.546 -5.157 -1.924 0.2265
H -3.961 -4.576 -3.499 0.2262
H -6.247 -3.803 -3.316 0.2217
H -5.221 -2.381 -3.016 0.2328
Br 7.329 1.533 -0.255 -0.0110
C 6.858 2.444 1.387 -0.4482
C 5.508 3.109 1.271 -0.4545
Br 5.600 4.747 0.216 -0.0662
H 7.657 3.142 1.619 0.2141
H 6.805 1.669 2.150 0.2284
H 5.152 3.415 2.252 0.2154
H 4.773 2.457 0.797 0.3031
```

Values from the calculation:
Net charge   -1
Spin multiplicity   1
HOMO   -4.531 eV

Record 2
An isolated molecule of C14H30O4S at a distorted geometry, computed with ωB97M-V/def2-TZVPD.

XYZ file:
```
49
Properties=species:S:1:pos:R:3:nbo_charge:R:1
C 6.579 -0.142 -0.076 -0.5996
C 5.260 0.547 0.250 -0.3868
C 4.059 -0.319 -0.124 -0.3963
C 2.736 0.369 0.203 -0.3697
H 2.701 1.321 -0.334 0.1939
H 2.695 0.595 1.271 0.1940
C 1.510 -0.469 -0.185 -0.2159
C 1.397 -1.746 0.672 -0.4051
C 1.561 -3.025 -0.142 -0.6008
H 0.764 -3.116 -0.876 0.2058
H 1.518 -3.895 0.510 0.2092
H 2.516 -3.033 -0.663 0.1990
H 0.425 -1.775 1.168 0.2070
H 2.154 -1.725 1.458 0.1993
C 0.236 0.380 -0.074 -0.3816
C -0.947 -0.292 -0.769 -0.4240
H -0.961 -1.355 -0.526 0.2149
H -0.851 -0.201 -1.853 0.2081
C -2.303 0.262 -0.329 0.0948
C -2.656 1.603 -0.970 -0.4203
H -1.735 2.181 -1.063 0.2159
H -3.032 1.397 -1.974 0.2174
C -3.687 2.445 -0.204 -0.2066
C -5.008 1.703 -0.016 -0.6064
H -5.744 2.360 0.443 0.2086
H -4.876 0.833 0.621 0.2060
H -5.394 1.365 -0.974 0.2078
C -3.142 2.920 1.142 -0.6092
H -3.839 3.617 1.602 0.2129
H -3.003 2.085 1.824 0.2020
H -2.187 3.425 1.015 0.2057
H -3.879 3.334 -0.818 0.1987
H -2.312 0.331 0.763 0.2057
O -3.317 -0.689 -0.687 -0.7119
S -3.259 -2.026 0.146 2.5703
O -2.715 -3.076 -0.646 -0.9327
O -2.740 -1.785 1.442 -0.9199
O -4.816 -2.296 0.277 -0.8710
H -5.125 -2.759 -0.502 0.5126
H 0.002 0.531 0.982 0.1992
H 0.412 1.362 -0.517 0.1982
H 1.626 -0.758 -1.235 0.1912
H 4.094 -0.538 -1.194 0.1928
H 4.128 -1.268 0.410 0.1943
H 5.204 1.496 -0.289 0.1920
H 5.223 0.772 1.318 0.1930
H 6.643 -0.358 -1.140 0.1998
H 6.664 -1.080 0.468 0.2003
H 7.421 0.490 0.197 0.2072
```

Values from the calculation:
Spin multiplicity   1
HOMO   -10.449 eV
Energy above the lowest of the compared OMol25 structures with the same formula, charge and spin   2.8 kcal per mole
SMILES   CCCC[C@@H](CC)CC[C@@H](CC(C)C)OS(=O)(=O)O

Record 3
A structure of composition C14H31AgF3NO5 at a distorted geometry, computed with ωB97M-V/def2-TZVPD.

XYZ file:
```
55
Properties=species:S:1:pos:R:3:nbo_charge:R:1
Ag 0.634 0.154 0.139 0.7789
C -0.047 -1.300 -5.080 0.2841
O 0.528 -2.158 -6.023 -0.5566
O 0.063 -2.123 -3.912 -0.8846
C 0.649 0.173 -5.147 0.9046
F -0.278 1.126 -5.391 -0.3571
F 1.180 0.526 -3.953 -0.3483
F 1.621 0.260 -6.062 -0.3457
C 0.096 -2.142 -7.389 -0.0781
C 1.354 -2.310 -8.209 -0.6148
H 1.109 -2.373 -9.270 0.1730
H 1.935 -1.389 -8.174 0.2092
H 1.930 -3.187 -7.913 0.2092
H -0.345 -1.180 -7.649 0.1527
H -0.662 -2.925 -7.406 0.1682
H -1.098 -1.186 -5.343 0.0998
C 1.521 -3.200 4.950 -0.6386
C 1.935 -3.813 3.606 0.0855
C 2.131 -5.295 3.791 -0.6289
O 0.993 -3.645 2.635 -0.9229
H 0.980 -2.261 4.830 0.1966
H 2.322 -2.937 5.641 0.1553
H 0.793 -3.789 5.507 0.1797
H 2.814 -3.306 3.208 0.0889
H 2.474 -5.593 2.800 0.2071
H 1.219 -5.786 4.129 0.1939
H 2.959 -5.461 4.480 0.1506
C -4.647 1.109 -1.031 -0.6224
C -4.228 0.571 0.349 0.0974
C -5.503 0.241 1.171 -0.6474
O -3.344 -0.485 0.210 -0.8818
H -3.971 1.895 -1.369 0.1858
H -5.603 1.613 -0.892 0.1550
H -4.913 0.342 -1.758 0.2056
H -3.720 1.379 0.876 0.0830
H -5.967 -0.657 0.764 0.1926
H -6.208 1.070 1.110 0.1659
H -5.405 -0.160 2.179 0.1965
C 2.132 3.058 5.111 -0.6356
C 1.663 2.706 3.604 -0.0643
C 1.217 3.930 2.733 -0.0509
O 0.612 3.514 1.423 -0.5710
C 0.070 4.465 0.511 -0.2358
N 2.685 2.052 2.909 -0.7942
H 3.012 3.691 4.992 0.1852
H 2.416 2.132 5.610 0.2197
H 1.417 3.585 5.744 0.2128
H 0.822 2.014 3.639 0.2061
H 2.112 4.509 2.505 0.1556
H 0.537 4.605 3.254 0.1686
H -0.930 4.812 0.768 0.1655
H -0.018 4.065 -0.499 0.2031
H 0.707 5.347 0.586 0.1530
H 2.797 1.162 3.373 0.3601
H 3.449 2.556 3.335 0.3302
```

Values from the calculation:
Net charge   -2
Spin multiplicity   1
HOMO   -0.950 eV

Record 4
A cluster of 2 separate species, C14H31BN4O5P in total at a distorted geometry, computed with ωB97M-V/def2-TZVPD.

XYZ file:
```
56
Properties=species:S:1:pos:R:3:nbo_charge:R:1
C 1.700 0.238 -2.787 -0.6345
C 0.498 1.125 -3.336 -0.0916
O 0.064 0.496 -4.563 -0.7073
B -1.085 1.071 -5.106 1.1621
O -1.097 1.258 -6.509 -0.8846
C -2.383 1.464 -4.200 -0.1966
C -2.589 2.814 -3.637 -0.2282
C -3.787 3.056 -2.863 0.0832
N -4.767 2.108 -2.634 -0.4675
C -4.582 0.833 -3.157 0.2638
C -5.758 -0.190 -2.867 -0.1278
O -5.821 -1.076 -3.970 -0.2689
O -5.196 -2.275 -3.676 -0.4459
C -3.418 0.449 -3.938 -0.2201
H 2.654 0.437 -3.349 0.2216
H 1.858 0.389 -1.682 0.2442
H 1.452 -0.840 -2.963 0.2174
H -0.273 1.139 -2.520 0.1755
H 0.926 2.156 -3.478 0.1888
H -0.855 0.376 -6.863 0.5108
H -1.865 3.649 -3.795 0.2703
H -3.933 4.067 -2.422 0.2492
H -5.612 2.333 -2.099 0.4522
H -6.717 0.409 -2.891 0.2160
H -5.659 -0.689 -1.870 0.2460
H -5.697 -2.939 -4.189 0.4884
H -3.322 -0.596 -4.322 0.2822
O 2.627 0.318 1.254 -0.9760
P 2.890 -0.226 2.658 2.2200
N 2.580 -1.868 2.281 -0.8160
C 1.288 -2.465 2.022 -0.3958
C 3.610 -2.502 1.464 -0.4203
N 1.596 0.637 3.393 -0.7914
C 0.346 0.084 3.870 -0.4003
C 1.321 1.965 2.839 -0.3971
N 3.326 -0.762 4.269 -0.7075
C 3.087 -2.041 4.910 -0.3943
C 3.722 0.277 5.215 -0.4095
H 1.334 -3.540 2.230 0.1925
H 0.954 -2.319 0.986 0.1705
H 0.511 -2.101 2.688 0.2004
H 4.556 -2.542 2.019 0.1952
H 3.787 -1.952 0.532 0.1964
H 3.359 -3.531 1.203 0.2034
H -0.343 -0.147 3.048 0.1678
H -0.161 0.793 4.532 0.1956
H 0.496 -0.808 4.478 0.2012
H 0.710 1.908 1.927 0.1701
H 2.249 2.482 2.597 0.2080
H 0.800 2.593 3.568 0.1864
H 2.023 -2.230 5.074 0.1866
H 3.574 -2.091 5.889 0.2013
H 3.508 -2.872 4.345 0.2217
H 2.884 0.575 5.851 0.1942
H 4.083 1.163 4.690 0.2024
H 4.544 -0.057 5.855 0.1957
```

Values from the calculation:
Net charge   +1
Spin multiplicity   1
HOMO   -9.602 eV
Energy above the lowest of the compared OMol25 structures with the same formula, charge and spin   151.2 kcal per mole

Question: Look up the HOMO of the first one.
Answer: -4.531 eV